No. 1
ORCA calculation (ωB97M-V/def2-TZVPD) on a cluster of 2 separate species, C6H9NO in total.

Results
- Lowest unoccupied orbital energy: 0.952 eV
- DFT total energy: -9901.5291 eV
- HOMO: -8.9 eV
- Energy relative to the best compared isomer or geometry (same formula, charge and spin): 393.18 kJ/mol
- Gap between HOMO and LUMO: 9.8 eV

Last columns: bonded neighbours and bond lengths (Å).
CARTESIAN COORDINATES (ANGSTROEM)
1 C -1.72915 -1.22441 -2.58691  N7 1.162
2 C 0.83437 0.47403 -0.94611  C3 1.484, C4 1.315, O8 1.371
3 C 0.65440 -0.24544 0.33950  C2 1.484, C5 1.470, C6 1.519, O8 1.473
4 C 0.41951 1.20825 -1.95478  C2 1.315, H10 1.063, H11 1.122
5 C -0.00779 0.34381 1.51166  C3 1.470, H12 1.145, H13 1.075, H14 1.124
6 C 0.89396 -1.74560 0.30992  C3 1.519, H15 1.106, H16 1.083, H17 1.092
7 N -2.88642 -1.17733 -2.49728  C1 1.162, H9 1.021
8 O 1.83318 0.56509 -0.01077  C2 1.371, C3 1.473
9 H -3.86577 -0.91239 -2.61472  N7 1.021
10 H 0.99014 1.94807 -2.46276  C4 1.063
11 H -0.55278 1.18598 -2.51380  C4 1.122
12 H -0.99742 -0.20563 1.68630  C5 1.145
13 H -0.16420 1.38655 1.30348  C5 1.075
14 H 0.72209 0.15357 2.34558  C5 1.124
15 H 1.16366 -2.01757 1.34725  C6 1.106
16 H 1.77545 -1.82139 -0.31535  C6 1.083
17 H 0.19914 -2.41728 -0.19789  C6 1.092

Charge distribution, Mulliken scheme, values in e: C -0.100; C -0.048; C 1.593; C -0.938; C -1.206; C -1.219; N -0.205; O -0.505; H 0.293; H 0.276; H 0.147; H 0.286; H 0.389; H 0.278; H 0.298; H 0.371; H 0.290

No. 2
ORCA calculation (ωB97M-V/def2-TZVPD) on a cluster of 2 separate species, C5H11NO in total.

Results
- Multiplicity: 2
- Lowest unoccupied orbital energy (spin up / spin down): -4.849 / -6.728 eV
- Total charge: +1
- DFT total energy: -8891.7492 eV
- HOMO (spin up / spin down): -13.5 / -14.9 eV
- Energy relative to the best compared isomer or geometry (same formula, charge and spin): 153.15 kJ/mol
- Gap between HOMO and LUMO (spin up / spin down): 8.6 / 8.2 eV
- Expectation value of S²: 0.784

Last columns: bonded neighbours and bond lengths (Å).
CARTESIAN COORDINATES (ANGSTROEM)
1 C 1.07297 -0.39932 -2.29974  N2 1.469, H7 1.084, H8 1.084, H9 1.093
2 N 1.54032 -0.34208 -0.90795  C1 1.469, C3 1.322, H10 1.015
3 C 0.83485 -0.77451 0.12281  N2 1.322, C4 1.411, H11 1.092
4 C -0.55300 -0.59906 0.30497  C3 1.411, C5 1.404, H12 1.084
5 C -1.05166 -0.18442 1.54985  C4 1.404, C6 1.364, H13 1.083
6 C -2.39502 -0.31580 1.74818  C5 1.364, H14 1.081, H15 1.083
7 H 0.97477 -1.42055 -2.65127  C1 1.084
8 H 1.75274 0.15909 -2.93294  C1 1.084
9 H 0.11023 0.09666 -2.44448  C1 1.093
10 H 2.54076 -0.51239 -0.89055  N2 1.015
11 H 1.45452 -0.80986 1.02103  C3 1.092
12 H -1.12997 -0.65404 -0.61088  C4 1.084
13 H -0.37903 -0.08570 2.39343  C5 1.083
14 H -2.83650 -0.36189 2.73348  C6 1.081
15 H -3.06275 -0.32282 0.89575  C6 1.083
16 H 0.97513 1.97342 0.16592  O18 0.960
17 H -0.22172 2.00328 1.15925  O18 0.959
18 O 0.37335 2.54998 0.64314  H16 0.960, H17 0.959

Charge distribution, Mulliken scheme, values in e: C -0.930; N -0.047; C -0.145; C -0.006; C -0.211; C -0.732; H 0.381; H 0.345; H 0.328; H 0.303; H 0.326; H 0.301; H 0.453; H 0.309; H 0.260; H 0.322; H 0.361; O -0.618

No. 3
ORCA calculation (ωB97M-V/def2-TZVPD) on the molecule C6H12Cl2Si.

Results
- Lowest unoccupied orbital energy: 0.671 eV
- DFT total energy: -39338.2335 eV
- Structure (SMILES): C=CC(Cl)(Cl)[Si](C)(C)C
- HOMO: -10.0 eV
- Energy relative to the best compared isomer or geometry (same formula, charge and spin): 214.36 kJ/mol
- Gap between HOMO and LUMO: 10.6 eV

Last columns: bonded neighbours and bond lengths (Å).
CARTESIAN COORDINATES (ANGSTROEM)
1 C -1.81118 2.28180 0.24182  C2 1.323, H10 1.044, H11 1.096
2 C -1.73424 1.07267 0.77432  C1 1.323, C6 1.499, H12 1.101
3 C 0.70313 -2.13434 -1.16313  Si7 1.920, H13 1.091, H14 1.066, H15 1.059
4 C 1.27305 0.92837 -1.11126  Si7 1.919, H16 1.075, H17 1.030, H18 1.027
5 C 1.45681 -0.58385 1.67231  Si7 2.021, H19 1.093, H20 1.118, H21 1.039
6 C -1.33704 -0.26247 0.22019  C2 1.499, Si7 1.910, Cl8 1.744, Cl9 1.856
7 Si 0.52263 -0.53322 -0.11948  C3 1.920, C4 1.919, C5 2.021, C6 1.910
8 Cl -1.85465 -1.65725 1.13032  C6 1.744
9 Cl -2.38966 -0.37036 -1.30501  C6 1.856
10 H -1.94807 3.15095 0.80441  C1 1.044
11 H -1.68891 2.15514 -0.83962  C1 1.096
12 H -1.95675 1.16603 1.84853  C2 1.101
13 H -0.16508 -2.79477 -1.15062  C3 1.091
14 H 0.75632 -1.78759 -2.16946  C3 1.066
15 H 1.59105 -2.67371 -0.95969  C3 1.059
16 H 0.32459 1.35116 -1.38924  C4 1.075
17 H 1.60587 1.56080 -0.36922  C4 1.030
18 H 1.89574 0.84924 -1.92455  C4 1.027
19 H 1.30467 0.38482 2.15600  C5 1.093
20 H 0.98502 -1.44147 2.21300  C5 1.118
21 H 2.46670 -0.66195 1.44039  C5 1.039

Charge distribution, Mulliken scheme, values in e: C -0.758; C -0.473; C -1.163; C -1.184; C -1.090; C 0.448; Si 0.677; Cl -0.138; Cl -0.163; H 0.328; H 0.191; H 0.268; H 0.320; H 0.333; H 0.384; H 0.255; H 0.327; H 0.472; H 0.333; H 0.279; H 0.354

No. 4
ORCA calculation (ωB97M-V/def2-TZVPD) on a cluster of 6 separate species, C5H22N2O6 in total.

Results
- Lowest unoccupied orbital energy: 0.269 eV
- DFT total energy: -20804.3208 eV
- Structure (SMILES): CC[C@@H](C=O)NCN.O.O.O.O.O
- HOMO: -8.7 eV
- Energy relative to the best compared isomer or geometry (same formula, charge and spin): 477.55 kJ/mol
- Gap between HOMO and LUMO: 9.0 eV

Last columns: bonded neighbours and bond lengths (Å).
CARTESIAN COORDINATES (ANGSTROEM)
1 O 2.99555 0.80523 2.29211  C2 1.258
2 C 2.23813 0.19388 1.49544  O1 1.258, C3 1.483, H9 1.091
3 C 0.80878 0.40925 1.16420  C2 1.483, C4 1.602, N6 1.495, H10 1.181
4 C 0.23110 1.79544 1.72092  C3 1.602, C5 1.452, H11 1.119, H12 1.117
5 C 0.07435 2.92487 0.82250  C4 1.452, H13 1.071, H14 1.138, H15 1.073
6 N -0.02307 -0.59407 1.89685  C3 1.495, C7 1.429, H16 1.068
7 C -0.70547 -1.61023 1.16001  N6 1.429, N8 1.479, H17 1.196, H18 1.088
8 N -2.10859 -1.93095 1.49991  C7 1.479, H19 0.961, H20 1.040
9 H 2.72586 -0.68741 1.07610  C2 1.091
10 H 0.70217 0.30470 -0.00721  C3 1.181
11 H -0.67358 1.60393 2.35186  C4 1.119
12 H 1.03908 2.06871 2.44246  C4 1.117
13 H -0.84728 2.95892 0.27879  C5 1.071
14 H 0.94648 2.79907 0.10283  C5 1.138
15 H 0.27207 3.90305 1.21649  C5 1.073
16 H 0.22566 -0.87993 2.89485  N6 1.068
17 H -0.21216 -2.68124 1.36102  C7 1.196
18 H -0.47846 -1.36600 0.12407  C7 1.088
19 H -2.19508 -2.40533 2.33072  N8 0.961
20 H -2.75132 -1.11415 1.46536  N8 1.040
21 H 0.62572 -3.07940 -1.84708  O23 0.943
22 H 1.41438 -2.26589 -2.78219  O23 1.027
23 O 0.53812 -2.23026 -2.24791  H21 0.943, H22 1.027
24 H -2.08234 -1.56776 -1.40226  O26 0.969
25 H -3.17275 -1.00458 -2.35944  O26 0.982
26 O -2.60794 -1.78876 -2.18633  H24 0.969, H25 0.982
27 H 0.54664 -0.91030 -3.42223  O29 1.000
28 H 1.22961 0.38865 -2.96493  O29 0.930
29 O 0.95458 -0.05306 -3.73577  H27 1.000, H28 0.930
30 H -2.65907 0.82418 -1.19596  O32 0.928
31 H -2.97825 0.91610 0.34277  O32 0.969
32 O -2.90709 0.34784 -0.43877  H30 0.928, H31 0.969
33 H 3.54708 0.85158 -1.35620  O35 0.885
34 H 2.58628 1.98634 -0.84315  O35 0.993
35 O 2.70082 1.08757 -1.24984  H33 0.885, H34 0.993

Charge distribution, Mulliken scheme, values in e: O -0.547; C -0.264; C 0.755; C -0.624; C -0.758; N -0.376; C -0.013; N -0.451; H 0.465; H 0.033; H 0.379; H 0.237; H 0.237; H -0.052; H 0.354; H 0.289; H 0.216; H -0.219; H 0.252; H 0.144; H 0.246; H 0.317; O -0.646; H 0.386; H 0.291; O -0.659; H 0.451; H 0.285; O -0.669; H 0.297; H 0.257; O -0.615; H 0.243; H 0.277; O -0.515

No. 5
ORCA calculation (ωB97M-V/def2-TZVPD) on a cluster of 2 separate species, H4N2O in total.

Results
- Lowest unoccupied orbital energy (spin up / spin down): 0.769 / 0.051 eV
- DFT total energy: -5087.7762 eV
- HOMO (spin up / spin down): -9.8 / -8.7 eV
- Energy relative to the best compared isomer or geometry (same formula, charge and spin): 280.88 kJ/mol
- Gap between HOMO and LUMO (spin up / spin down): 10.6 / 8.7 eV

Last columns: bonded neighbours and bond lengths (Å).
CARTESIAN COORDINATES (ANGSTROEM)
1 N -0.01333 1.40310 0.44498  O3 1.239, H4 1.045, H5 0.986
2 N 0.27327 -1.54980 -0.35029  H6 0.990, H7 1.040
3 O -0.56221 0.76326 -0.46280  N1 1.239
4 H -0.00024 0.85520 1.33456  N1 1.045
5 H 0.65518 2.11996 0.33650  N1 0.986
6 H -0.47619 -2.03461 0.07694  N2 0.990
7 H 0.12353 -1.55712 -1.37989  N2 1.040

Charge distribution, Mulliken scheme, values in e: N -0.086; N -0.463; O -0.386; H 0.257; H 0.234; H 0.217; H 0.227

No. 6
ORCA calculation (ωB97M-V/def2-TZVPD) on the molecule C21H24N2O5.

Results
- Lowest unoccupied orbital energy: 0.683 eV
- DFT total energy: -35385.1426 eV
- Structure (SMILES): CC1(C)NC(=O)N(CCOCCOc2cccc(Oc3ccccc3)c2)C1=O
- HOMO: -8.1 eV
- Energy relative to the best compared isomer or geometry (same formula, charge and spin): 164.13 kJ/mol
- Gap between HOMO and LUMO: 8.7 eV

Last columns: bonded neighbours and bond lengths (Å).
CARTESIAN COORDINATES (ANGSTROEM)
1 C 3.85898 3.18554 2.92962  H2 1.088, H3 1.088, H4 1.086, C5 1.530
2 H 4.68705 3.51435 2.30578  C1 1.088
3 H 3.94394 2.11386 3.09701  C1 1.088
4 H 3.91054 3.69426 3.88826  C1 1.086
5 C 2.52412 3.50940 2.25594  C1 1.530, N6 1.445, C10 1.532, C49 1.528
6 N 2.30365 2.69307 1.08377  C5 1.445, C7 1.349, H48 1.005
7 C 1.26692 1.83873 1.20960  N6 1.349, O8 1.204, N9 1.401
8 O 0.87126 1.02720 0.41298  C7 1.204
9 N 0.69240 2.09552 2.46139  C7 1.401, C10 1.363, C12 1.443
10 C 1.37431 3.04799 3.15775  C5 1.532, N9 1.363, O11 1.204
11 O 1.11283 3.44726 4.26341  C10 1.204
12 C -0.36646 1.28437 3.01209  N9 1.443, C13 1.539, H46 1.092, H47 1.092
13 C 0.23529 0.17875 3.89758  C12 1.539, O14 1.407, H44 1.098, H45 1.093
14 O 1.17323 -0.61081 3.20685  C13 1.407, C15 1.414
15 C 0.61154 -1.62735 2.39977  O14 1.414, C16 1.532, H42 1.101, H43 1.095
16 C 1.64502 -2.01887 1.33830  C15 1.532, O17 1.408, H40 1.093, H41 1.095
17 O 1.26493 -3.17587 0.63166  C16 1.408, C18 1.364
18 C 0.27331 -3.10297 -0.30246  O17 1.364, C19 1.397, C23 1.388
19 C -0.13175 -4.32916 -0.83448  C18 1.397, C20 1.379, H39 1.078
20 C -1.12544 -4.37713 -1.78923  C19 1.379, C21 1.384, H38 1.080
21 C -1.73492 -3.21758 -2.23682  C20 1.384, C22 1.389, H37 1.080
22 C -1.31745 -1.99681 -1.72291  C21 1.389, C23 1.392, O25 1.372
23 C -0.31829 -1.93172 -0.75633  C18 1.388, C22 1.392, H24 1.078
24 H -0.03044 -0.95576 -0.40100  C23 1.078
25 O -1.91539 -0.80897 -2.06209  C22 1.372, C26 1.367
26 C -2.33091 -0.58610 -3.34544  O25 1.367, C27 1.392, C31 1.391
27 C -3.40366 0.28446 -3.51871  C26 1.392, C28 1.381, H36 1.079
28 C -3.83892 0.60060 -4.79105  C27 1.381, C29 1.385, H35 1.080
29 C -3.21401 0.05445 -5.90000  C28 1.385, C30 1.384, H34 1.080
30 C -2.13916 -0.80076 -5.72734  C29 1.384, C31 1.383, H33 1.080
31 C -1.69130 -1.12139 -4.45904  C26 1.391, C30 1.383, H32 1.080
32 H -0.84337 -1.77749 -4.32707  C31 1.080
33 H -1.63820 -1.22067 -6.58727  C30 1.080
34 H -3.55928 0.29816 -6.89334  C29 1.080
35 H -4.67386 1.27401 -4.91703  C28 1.080
36 H -3.87844 0.70273 -2.64481  C27 1.079
37 H -2.52807 -3.25675 -2.96821  C21 1.080
38 H -1.43985 -5.33029 -2.18703  C20 1.080
39 H 0.34717 -5.22681 -0.47829  C19 1.078
40 H 2.58217 -2.27878 1.83692  C16 1.093
41 H 1.82104 -1.17092 0.66903  C16 1.095
42 H 0.36712 -2.50524 3.01745  C15 1.101
43 H -0.30534 -1.28481 1.90832  C15 1.095
44 H -0.57080 -0.43596 4.31855  C13 1.098
45 H 0.79112 0.64754 4.71429  C13 1.093
46 H -1.02063 1.91899 3.61287  C12 1.092
47 H -0.91805 0.86160 2.16967  C12 1.092
48 H 2.91195 2.69154 0.28388  N6 1.005
49 C 2.39786 5.00076 1.94624  C5 1.528, H50 1.088, H51 1.087, H52 1.086
50 H 1.47615 5.19659 1.40316  C49 1.088
51 H 3.24006 5.33522 1.34501  C49 1.087
52 H 2.38018 5.55969 2.87775  C49 1.086

Charge distribution, Mulliken scheme, values in e: C -1.598; H 0.404; H 0.358; H 0.368; C 1.437; N -0.022; C 0.089; O -0.671; N 0.384; C 0.209; O -0.649; C -0.986; C -0.573; O -0.355; C -0.171; C -0.729; O -0.424; C 0.374; C -0.725; C -0.553; C -0.381; C -0.084; C -0.154; H 0.649; O -0.426; C 0.532; C -0.629; C -0.428; C -0.516; C -0.627; C -0.155; H 0.462; H 0.360; H 0.378; H 0.375; H 0.406; H 0.536; H 0.366; H 0.456; H 0.331; H 0.320; H 0.371; H 0.295; H 0.362; H 0.436; H 0.415; H 0.437; H 0.246; C -1.638; H 0.378; H 0.402; H 0.357